Here is a single C3H8FN3 molecule in a non-equilibrium geometry from the Open Molecules 2025 dataset. Energies are from wB97M-V/def2-TZVPD.

SMILES: [H]/N=C\NNCCF
Orbital gap (eV): 9.8717

```
15
Properties=species:S:1:pos:R:3:forces:R:3:lowdin_charge:R:1
H 1.402542 -0.826363 -1.362136 -0.42 -0.16 0.78 0.016
N 0.754156 -0.820912 -2.129531 -0.51 0.30 -1.62 0.083
C -0.458391 -0.501844 -1.949925 1.47 -0.15 0.10 -0.335
N -1.078392 -0.269239 -0.748314 -1.02 -0.30 1.53 -0.051
N -0.444134 -0.820902 0.400184 -1.03 -0.81 -1.58 -0.082
C -0.032344 0.066012 1.447885 -1.66 -0.30 0.79 -0.229
C 0.771858 1.193144 0.966635 0.72 1.20 -0.62 -0.224
F 1.919672 0.767112 0.304919 0.16 -0.27 0.00 -0.057
H -1.114257 -0.327124 -2.799710 -0.06 -0.15 -0.11 0.102
H -2.122157 -0.223334 -0.796657 1.35 -0.24 0.44 0.142
H -0.623402 -1.842417 0.537643 0.25 1.74 0.14 0.154
H 0.616878 -0.506979 2.070606 0.12 -0.60 0.93 0.111
H -0.906590 0.522424 2.041421 1.09 -0.64 -0.48 0.139
H 0.186440 1.741231 0.245489 -0.07 0.53 -0.27 0.106
H 1.128121 1.849191 1.771491 -0.41 -0.16 -0.03 0.125
```
Forces are in eV/Å.

=====

Here is a single C7H8N2O3S2 molecule in a non-equilibrium geometry from the Open Molecules 2025 dataset. Energies are from wB97M-V/def2-TZVPD.

SMILES: NS(=O)(=O)[C@]1(O)Nc2ccccc2S1
Orbital gap (eV): 8.5334

```
22
Properties=species:S:1:pos:R:3:forces:R:3:lowdin_charge:R:1
N 2.870435 -1.787665 -0.044865 1.29 0.12 1.36 -0.074
S 2.601042 -0.164427 -0.459419 2.06 0.00 -3.31 0.608
O 2.188385 -0.215790 -1.842120 -0.88 -0.13 0.85 -0.301
O 3.781718 0.621910 -0.220398 -0.24 -0.40 1.01 -0.294
C 1.256878 0.377886 0.654896 2.42 0.46 1.48 -0.808
O 1.977685 0.470641 1.931567 -1.36 -0.02 -0.31 -0.078
N 0.251316 -0.570388 0.543267 0.58 1.87 1.17 0.061
C -0.979356 -0.031076 0.252913 -0.98 -2.47 -0.31 -0.268
C -2.099241 -0.877934 0.085581 0.07 2.30 -0.03 -0.005
C -3.257199 -0.306588 -0.301973 -0.87 3.37 -1.51 -0.074
C -3.257363 1.085584 -0.622950 -3.03 0.21 0.23 -0.099
C -2.221756 1.900976 -0.349111 1.95 -0.37 0.23 -0.100
C -1.037969 1.318243 0.083297 1.31 0.27 -0.07 -0.392
S 0.631257 2.041225 0.280244 -1.21 -0.95 -0.07 1.078
H 2.728841 -2.426527 -0.797760 -0.65 0.02 -0.92 0.056
H 3.833715 -2.039019 0.289293 -1.25 1.07 0.01 0.104
H 2.860574 0.075958 1.934273 -0.16 0.04 -0.35 0.072
H 0.644450 -1.437467 0.314991 -0.56 -1.79 -0.32 0.105
H -2.147128 -1.883085 0.246053 0.74 -2.66 0.65 0.086
H -4.238232 -0.679147 -0.506755 -0.02 -1.37 0.24 0.099
H -4.224287 1.595520 -0.951855 1.36 -1.01 0.35 0.128
H -2.163770 2.931168 -0.519171 -0.58 1.43 -0.37 0.095
```
Forces are in eV/Å.

=====

Here is a molecular structure, C3H3NO3 in a non-equilibrium geometry from the Open Molecules 2025 dataset. Energies are from wB97M-V/def2-TZVPD.

Orbital gap (eV): 10.3399

```
10
Properties=species:S:1:pos:R:3:forces:R:3:lowdin_charge:R:1
C -1.737450 0.183218 -0.242608 -0.14 0.10 -0.02 -0.011
C -0.453090 -0.420630 0.055700 1.01 -1.08 0.40 -0.039
N 0.325910 -1.272382 0.366128 -1.23 1.04 -0.42 0.009
O 1.587544 -1.295377 0.519963 0.17 0.20 -0.03 -0.017
C 2.108866 0.405764 0.137394 0.70 0.33 -0.01 -0.481
O 3.290542 0.443938 0.257350 -1.19 -0.08 -0.11 0.143
O 1.073900 0.992627 -0.129661 0.52 -0.36 0.15 0.090
H -1.693272 0.714622 -1.199042 0.04 -0.14 0.19 0.103
H -2.467492 -0.629005 -0.315007 0.03 0.14 0.00 0.104
H -2.035454 0.877225 0.549783 0.08 -0.15 -0.14 0.100
```
Forces are in eV/Å.

=====

Here is 2 unconnected molecules or ions with the total composition C5H11N3 in a non-equilibrium geometry from the Open Molecules 2025 dataset. Energies are from wB97M-V/def2-TZVPD.

Orbital gap (eV): 8.5291

```
19
Properties=species:S:1:pos:R:3:forces:R:3:lowdin_charge:R:1
C 1.481097 -1.117776 0.465714 0.13 -0.73 -0.70 -0.044
C 2.347334 2.528260 -0.301255 1.54 -0.43 -0.78 -0.094
C 1.876259 0.090651 0.228477 0.14 0.54 -0.04 -0.227
C -2.242678 -0.694200 -0.977688 2.10 -2.50 -0.33 -0.025
C -1.534073 -1.742821 1.030001 -0.41 0.08 0.12 -0.009
N 2.420840 1.146194 0.203339 1.19 2.35 -0.64 0.050
N -1.205312 0.545977 0.699159 0.38 1.18 -1.60 0.040
N -1.600581 -0.637415 0.348917 -1.33 -0.04 -0.20 -0.413
H 1.672098 -1.955974 -0.147031 0.27 -0.46 -0.80 0.039
H 1.088500 -1.324751 1.399454 -0.95 -0.21 1.63 0.017
H 1.411855 3.007600 -0.116058 -0.83 0.11 0.17 0.051
H 2.563840 2.570237 -1.422162 -0.37 -0.32 1.46 0.096
H -1.423727 -0.975201 -1.625262 0.69 1.16 -0.66 0.095
H -2.791809 -1.581930 -1.242742 -1.22 -0.20 1.04 0.084
H -2.706585 0.216164 -1.156754 -0.88 1.34 -0.58 0.066
H -1.200767 -1.758417 2.042084 0.42 0.22 0.30 0.069
H -2.053933 -2.577149 0.623455 -0.16 -0.43 -0.15 0.059
H -1.254714 1.098550 -0.229882 0.15 -0.72 2.15 0.062
H 3.152364 3.162001 0.178232 -0.86 -0.95 -0.37 0.082
```
Forces are in eV/Å.

=====

Here is a single C8H12S2 molecule from the Open Molecules 2025 dataset. Energies are from wB97M-V/def2-TZVPD.

Orbital gap (eV): 8.8597

```
22
Properties=species:S:1:pos:R:3:forces:R:3:lowdin_charge:R:1
C -1.077196 0.315973 1.023206 0.13 -0.09 -0.06 -0.306
C 1.110430 0.138769 -1.361705 0.11 0.05 0.09 -0.242
C -0.184883 2.235888 -1.824082 0.01 0.00 -0.02 -0.041
C -0.019489 -0.779810 0.750712 0.12 0.01 0.20 -0.408
C 1.194052 -0.071540 0.156484 0.18 0.22 0.09 -0.494
C -0.479710 1.666039 1.177116 0.21 0.56 0.55 -0.360
C -0.109571 0.914017 -1.770555 -0.28 -0.11 -0.84 -0.714
C 0.348143 -1.493636 2.048543 -0.01 -0.01 -0.18 -0.073
S 1.153033 1.611034 0.931119 -0.42 -0.46 0.21 0.948
S -1.454616 -0.118727 -2.306622 0.20 -0.28 -0.03 0.814
H -1.838742 0.362304 0.242447 -0.06 0.04 0.04 0.069
H -1.621496 0.112070 1.950828 -0.08 0.01 0.00 0.113
H 2.002578 0.676583 -1.691090 -0.05 -0.08 -0.06 0.118
H 1.101053 -0.842127 -1.845125 0.10 0.04 -0.03 0.109
H -1.080320 2.751286 -2.125976 -0.17 0.06 -0.10 0.061
H 0.652070 2.852443 -1.547363 0.15 0.07 0.06 0.057
H -0.405714 -1.508264 0.032324 0.03 0.02 -0.01 0.122
H 2.138348 -0.548607 0.416765 -0.01 -0.16 -0.04 0.109
H 1.136531 -2.225675 1.882822 0.06 -0.08 0.03 0.078
H -0.517347 -2.013096 2.453435 -0.07 -0.04 0.08 0.080
H 0.696578 -0.774414 2.788837 0.03 0.03 0.09 0.082
H -2.319662 0.865062 -2.531426 -0.20 0.18 -0.05 -0.120
```
Forces are in eV/Å.

=====

Here is a single C8H12NOP molecule in a non-equilibrium geometry from the Open Molecules 2025 dataset. Energies are from wB97M-V/def2-TZVPD.

SMILES: CC(C)C1=CC=[PH]=C1C(N)=O
Orbital gap (spin up / spin down) (eV): 7.7605 / 7.7594

```
23
Properties=species:S:1:pos:R:3:forces:R:3:lowdin_charge:R:1
C -0.365114 1.892857 -1.343247 -4.06 1.63 -0.21 -0.073
C -0.563166 0.577761 -0.727233 -2.37 -2.52 -2.53 -0.406
C -0.613949 -0.506804 -1.933816 -0.89 -1.21 1.20 -0.020
C 0.299435 0.166654 0.323835 -2.71 -4.57 5.02 -0.209
C 1.609359 0.548282 0.412935 2.37 -0.71 -0.75 -0.176
C 2.339204 -0.010194 1.406718 2.36 2.07 0.33 -0.354
P 1.400561 -0.849705 2.649150 -2.11 0.72 -1.13 0.951
C -0.083997 -0.779323 1.474986 4.18 4.03 -2.28 -0.225
C -1.346984 -1.359992 1.778303 -1.17 -0.31 -0.42 -0.574
N -1.668753 -1.334859 3.144845 -1.65 -0.73 -1.17 0.127
O -2.010750 -1.812096 0.840055 -0.43 0.27 1.59 0.039
H 0.626190 2.050017 -1.462013 3.10 1.18 -0.49 0.027
H -0.904013 2.710375 -0.758229 1.11 -0.79 -0.67 0.118
H -0.845511 1.863981 -2.356113 0.42 0.43 0.92 0.093
H -1.556911 0.436978 -0.423403 -1.53 0.39 0.97 0.109
H -0.492941 0.097325 -2.837123 0.34 -1.01 -0.16 0.054
H -1.567116 -1.184911 -1.981836 1.25 1.89 0.24 0.109
H 0.102117 -1.292994 -1.678958 0.58 0.34 -0.85 0.070
H 2.108584 0.993393 -0.465320 -0.25 0.52 0.95 0.131
H 3.284887 0.582405 1.569256 -0.46 -1.63 0.08 0.080
H 1.569552 -2.229555 2.493505 0.57 -0.24 -0.21 -0.041
H -1.027540 -0.889003 3.775911 -0.21 0.17 0.01 0.045
H -2.658507 -1.492097 3.435954 1.54 0.09 -0.43 0.125
```
Forces are in eV/Å.